(1)
{"formula": "C34H57CdN3O3Si", "method": "ωB97M-V/def2-TZVPD", "symbols": ["O", "O", "C", "C", "H", "H", "H", "H", "H", "C", "C", "H", "H", "H", "H", "H", "C", "C", "C", "H", "H", "H", "H", "H", "C", "H", "H", "H", "H", "H", "H", "N", "C", "C", "C", "C", "H", "H", "H", "C", "H", "H", "H", "N", "C", "C", "C", "C", "H", "C", "H", "C", "H", "C", "C", "C", "C", "C", "C", "H", "C", "H", "C", "H", "C", "C", "Cd", "H", "H", "H", "H", "H", "H", "H", "H", "H", "H", "H", "H", "H", "C", "Si", "H", "H", "C", "C", "C", "H", "H", "H", "H", "H", "H", "H", "H", "H", "O", "C", "N"], "xyz": [[-2.129, 2.530, -0.009], [-1.259, 3.321, -2.199], [-3.539, 2.039, -0.192], [-4.147, 1.689, 1.140], [-3.431, 1.167, -0.843], [-4.096, 2.831, -0.709], [-3.602, 0.882, 1.653], [-5.163, 1.331, 0.941], [-4.224, 2.552, 1.813], [-2.006, 3.819, 0.803], [-2.827, 4.928, 0.203], [-0.932, 4.023, 0.781], [-2.324, 3.506, 1.800], [-2.624, 5.072, -0.870], [-2.583, 5.872, 0.708], [-3.898, 4.741, 0.350], [0.092, 3.851, -2.283], [-1.911, 2.983, -3.445], [0.092, 5.351, -2.144], [0.520, 3.537, -3.245], [0.648, 3.364, -1.471], [-0.459, 5.822, -2.963], [1.123, 5.710, -2.177], [-0.345, 5.665, -1.191], [-2.415, 4.220, -4.147], [-2.724, 2.303, -3.168], [-1.191, 2.434, -4.066], [-2.964, 4.884, -3.468], [-3.094, 3.926, -4.950], [-1.586, 4.779, -4.596], [-1.721, 2.748, -0.964], [-0.065, -2.546, 1.691], [0.662, -3.568, 1.262], [1.816, -3.452, 0.452], [2.657, -2.371, 0.102], [0.211, -4.973, 1.592], [-0.705, -5.234, 1.044], [0.018, -5.117, 2.663], [0.998, -5.665, 1.290], [3.785, -2.656, -0.857], [4.755, -2.506, -0.366], [3.738, -1.989, -1.730], [3.721, -3.688, -1.199], [2.571, -1.117, 0.541], [-1.286, -2.680, 2.416], [-2.526, -2.683, 1.725], [-2.591, -2.710, 0.236], [-3.724, -2.767, 2.435], [-4.669, -2.810, 1.873], [-3.706, -2.821, 3.823], [-4.646, -2.829, 4.378], [-2.493, -2.868, 4.512], [-2.464, -2.959, 5.599], [-1.286, -2.838, 3.821], [-0.019, -2.982, 4.600], [3.675, -0.252, 0.747], [3.919, 0.873, -0.094], [3.226, 1.016, -1.407], [4.904, 1.799, 0.233], [5.095, 2.638, -0.452], [5.627, 1.653, 1.412], [6.334, 2.426, 1.708], [5.453, 0.514, 2.199], [6.038, 0.378, 3.109], [4.551, -0.483, 1.839], [4.492, -1.748, 2.640], [0.403, -0.426, 0.879], [-3.102, -1.816, -0.151], [-3.175, -3.587, -0.088], [-1.601, -2.763, -0.221], [0.838, -3.212, 3.967], [-0.113, -3.779, 5.356], [0.194, -2.050, 5.147], [3.265, 2.057, -1.754], [2.178, 0.708, -1.359], [3.731, 0.412, -2.177], [3.472, -2.142, 2.699], [4.829, -1.547, 3.661], [5.124, -2.547, 2.211], [2.123, -4.400, 0.015], [-0.550, -0.123, -1.035], [-0.333, -1.235, -2.528], [-1.617, -0.043, -0.780], [-0.203, 0.896, -1.277], [-2.013, -1.228, -3.379], [0.122, -3.046, -2.321], [0.969, -0.484, -3.658], [0.896, 0.611, -3.676], [0.816, -0.852, -4.682], [1.986, -0.761, -3.351], [-2.815, -1.478, -2.671], [-2.023, -1.977, -4.180], [-2.228, -0.244, -3.816], [-0.386, -3.552, -1.492], [1.204, -3.176, -2.185], [-0.166, -3.577, -3.243], [2.261, -0.126, 4.686], [1.613, 0.155, 3.717], [0.956, 0.467, 2.753]], "spin_multiplicity": 1, "e_homo_ev": -6.4}

(2)
{"formula": "C40H44F9N5O5PS2Y", "method": "ωB97M-V/def2-TZVPD", "symbols": ["Y", "C", "O", "C", "C", "O", "C", "C", "O", "C", "H", "H", "H", "H", "H", "H", "H", "H", "H", "H", "H", "H", "H", "H", "S", "C", "N", "C", "C", "C", "C", "C", "C", "S", "H", "H", "H", "H", "N", "C", "C", "C", "C", "N", "C", "N", "N", "C", "O", "O", "H", "H", "H", "H", "H", "H", "H", "H", "H", "H", "H", "H", "H", "H", "F", "C", "F", "F", "C", "C", "C", "C", "C", "C", "P", "C", "C", "C", "C", "C", "C", "C", "F", "F", "F", "C", "C", "C", "C", "C", "C", "C", "F", "F", "F", "H", "H", "H", "H", "H", "H", "H", "H", "H", "H", "H", "H"], "xyz": [[0.295, 0.285, -0.426], [1.066, 1.177, 3.216], [0.514, 0.243, 2.293], [0.186, -0.981, 2.938], [-0.480, -1.871, 1.929], [0.300, -1.959, 0.732], [1.441, -2.825, 0.772], [2.714, -2.050, 0.944], [2.707, -0.945, 0.048], [4.010, -0.354, -0.009], [0.317, 1.450, 3.960], [1.934, 0.749, 3.721], [1.374, 2.057, 2.665], [1.096, -1.435, 3.339], [-0.502, -0.806, 3.768], [-0.647, -2.862, 2.347], [-1.429, -1.438, 1.626], [1.331, -3.551, 1.577], [1.457, -3.355, -0.176], [2.845, -1.683, 1.964], [3.548, -2.714, 0.709], [4.738, -1.106, -0.316], [3.991, 0.448, -0.737], [4.288, 0.049, 0.966], [1.940, 2.327, 0.174], [2.360, 2.104, -1.483], [1.733, 1.213, -2.222], [2.229, 1.202, -3.537], [1.792, 0.400, -4.589], [2.401, 0.520, -5.825], [3.440, 1.431, -6.030], [3.880, 2.240, -5.000], [3.264, 2.113, -3.760], [3.596, 2.991, -2.294], [0.987, -0.304, -4.434], [2.073, -0.104, -6.647], [3.901, 1.510, -7.008], [4.684, 2.951, -5.153], [-0.813, 2.430, -1.439], [-1.474, 3.086, -0.289], [-2.475, 4.135, -0.789], [-3.211, 5.081, 0.175], [-2.393, 5.751, 1.275], [-2.322, 4.861, 2.436], [-1.931, 5.200, 3.644], [-1.954, 4.283, 4.632], [-1.500, 6.434, 3.903], [-2.021, 1.997, 0.639], [-2.752, 2.304, 1.580], [-1.604, 0.797, 0.402], [-0.171, 3.079, -1.871], [-1.523, 2.229, -2.140], [-0.682, 3.563, 0.292], [-3.241, 3.611, -1.366], [-1.920, 4.749, -1.504], [-4.050, 4.565, 0.643], [-3.640, 5.871, -0.440], [-2.891, 6.677, 1.571], [-1.389, 6.009, 0.921], [-2.590, 3.888, 2.268], [-2.420, 3.407, 4.456], [-1.865, 4.569, 5.590], [-1.491, 7.137, 3.184], [-1.255, 6.717, 4.836], [-7.318, -5.452, -3.220], [-6.337, -6.052, -2.525], [-6.859, -6.510, -1.380], [-5.916, -7.106, -3.246], [-5.199, -5.097, -2.277], [-4.573, -4.517, -3.379], [-3.517, -3.646, -3.187], [-3.077, -3.355, -1.893], [-3.716, -3.932, -0.805], [-4.783, -4.806, -0.994], [-1.680, -2.204, -1.589], [-2.162, -0.780, -2.663], [-1.584, -0.446, -3.885], [-2.016, 0.673, -4.588], [-3.061, 1.434, -4.088], [-3.700, 1.072, -2.907], [-3.230, -0.013, -2.185], [-3.439, 2.706, -4.798], [-2.516, 3.667, -4.526], [-4.630, 3.170, -4.396], [-3.471, 2.548, -6.122], [-0.242, -2.936, -2.464], [-0.164, -4.255, -2.894], [1.044, -4.782, -3.345], [2.180, -3.994, -3.371], [2.130, -2.671, -2.952], [0.930, -2.171, -2.498], [3.518, -4.552, -3.774], [4.113, -3.765, -4.686], [4.331, -4.606, -2.695], [3.411, -5.784, -4.278], [-4.921, -4.749, -4.380], [-3.045, -3.184, -4.047], [-3.385, -3.702, 0.202], [-5.286, -5.255, -0.147], [-0.794, -1.061, -4.295], [-1.550, 0.946, -5.529], [-4.543, 1.650, -2.546], [-3.704, -0.278, -1.246], [-1.039, -4.890, -2.873], [1.096, -5.810, -3.678], [3.021, -2.052, -2.978], [0.909, -1.148, -2.147]], "charge": 2, "spin_multiplicity": 1, "e_homo_ev": -12.8}

Energy relative to the best compared isomer or geometry (same formula, charge and spin) for every record listed, in sequence, given in eV: 0.790, 1.074.
Gap between HOMO and LUMO for every record listed, in sequence, given in eV: 6.217, 8.376.
E_LUMO for every record listed, in sequence, given in eV: -0.2, -4.4.